1.
The following is a DFT calculation (the ωB97M-V functional and the def2-TZVPD basis) of 9 unconnected molecules or ions with the total composition C19H56N8O9 in a non-equilibrium geometry.

Geometry as XYZ:
```
92
Properties=species:S:1:pos:R:3:lowdin_charge:R:1
C -4.109 5.176 3.107 -0.039
C -3.300 4.381 2.090 -0.513
C -3.973 3.309 1.329 -0.066
O -2.820 5.279 1.101 -0.070
H -5.012 5.536 2.613 0.081
H -3.537 6.055 3.404 0.077
H -4.354 4.597 3.998 0.079
H -2.385 4.004 2.546 0.125
H -4.298 2.544 2.034 0.075
H -3.351 2.728 0.649 0.071
H -4.885 3.607 0.811 0.089
H -2.180 4.837 0.538 0.031
C 2.975 -4.705 1.805 -0.060
C 1.885 -4.639 0.729 -0.474
C 0.990 -5.852 0.862 -0.056
O 1.178 -3.481 1.081 -0.078
H 2.583 -4.778 2.819 0.085
H 3.540 -3.773 1.784 0.048
H 3.706 -5.478 1.571 0.085
H 2.364 -4.508 -0.242 0.141
H 0.200 -5.969 0.120 0.069
H 0.469 -5.902 1.818 0.088
H 1.510 -6.802 0.740 0.081
H 0.431 -3.489 0.478 0.046
C 4.938 -2.075 -0.571 -0.028
C 4.108 -0.987 -1.355 -0.519
C 3.762 0.201 -0.592 -0.066
O 4.883 -0.737 -2.486 -0.035
H 4.629 -2.104 0.474 0.049
H 5.995 -1.825 -0.478 0.079
H 4.743 -3.042 -1.034 0.073
H 3.195 -1.476 -1.693 0.130
H 3.028 0.827 -1.099 0.079
H 4.598 0.839 -0.305 0.092
H 3.302 -0.019 0.371 0.067
H 4.335 -0.237 -3.095 0.093
C 0.263 -0.157 -6.123 -0.054
C -0.293 -0.507 -4.723 -0.471
C 0.088 -1.928 -4.319 -0.069
O 0.403 0.408 -3.841 -0.085
H 0.077 0.900 -6.313 0.074
H -0.205 -0.718 -6.932 0.072
H 1.317 -0.435 -6.133 0.076
H -1.377 -0.492 -4.613 0.129
H -0.139 -2.205 -3.289 0.059
H 1.173 -1.992 -4.403 0.076
H -0.434 -2.650 -4.946 0.079
H -0.043 0.287 -2.999 0.007
C 1.152 4.313 -1.008 -0.045
C -0.208 4.928 -1.202 -0.555
C -0.425 5.329 -2.595 -0.058
O -1.172 4.040 -0.837 -0.055
H 1.503 4.240 0.022 0.078
H 1.911 4.956 -1.455 0.084
H 1.230 3.274 -1.329 0.076
H -0.300 5.818 -0.580 0.152
H -1.448 5.688 -2.709 0.094
H -0.371 4.507 -3.309 0.095
H 0.178 6.138 -3.006 0.093
H -1.224 3.533 -1.651 0.106
C 1.621 -0.269 3.303 -0.717
O 0.840 0.255 2.526 -0.015
N 1.898 0.238 4.509 0.178
N 2.195 -1.374 3.135 0.220
H 2.641 -0.135 5.083 0.112
H 1.369 1.046 4.806 0.120
H 2.913 -1.579 3.815 0.129
H 1.875 -2.085 2.493 0.092
C -2.699 -3.411 -0.530 -0.745
O -1.563 -3.855 -0.485 0.013
N -3.668 -3.688 0.336 0.166
N -3.049 -2.457 -1.337 0.192
H -4.599 -3.425 0.046 0.110
H -3.472 -4.310 1.107 0.120
H -2.388 -1.912 -1.872 0.099
H -4.006 -2.156 -1.215 0.116
C -2.725 -0.051 3.523 -0.824
O -3.658 -0.082 4.313 0.019
N -2.344 -0.976 2.738 0.184
N -1.845 0.881 3.481 0.174
H -1.525 -0.810 2.170 0.074
H -2.684 -1.922 2.836 0.121
H -1.006 0.633 2.977 0.054
H -1.961 1.571 4.210 0.128
C -0.580 0.081 -0.434 -0.717
O -1.046 0.030 -1.574 0.000
N -0.233 -0.976 0.193 0.191
N -0.324 1.175 0.246 0.220
H 0.506 -0.939 0.880 0.083
H -0.602 -1.871 -0.095 0.081
H -0.702 2.082 0.015 0.090
H 0.025 0.971 1.172 0.047
```

Calculated values
E_HOMO (eV): -9.3
Max |F| (eV/A): 6.99
LUMO level (eV): 0.1
HOMO-LUMO gap (eV): 9.427
ΔE to the lowest compared entry with this formula, charge and spin (kJ/mol): 148.6

2.
The following is a DFT calculation (the ωB97M-V functional and the def2-TZVPD basis) of 2 unconnected molecules or ions with the total composition CH5N2Si in a non-equilibrium geometry.

Geometry as XYZ:
```
9
Properties=species:S:1:pos:R:3:nbo_charge:R:1
C 0.423 -0.963 0.080 -1.071
N -2.875 1.575 -1.029 0.370
N -1.893 1.093 -0.779 -0.184
Si -0.160 0.813 -0.343 1.127
H -0.435 -1.655 0.448 0.290
H 0.653 -1.221 -0.933 0.252
H 1.255 -1.032 0.786 0.305
H 0.776 1.336 -1.416 -0.060
H -0.702 2.036 1.281 -0.030
```

Calculated values
E_HOMO (eV): -15.6
Max |F| (eV/A): 5.64
Charge: +1
LUMO level (eV): -6.4
HOMO-LUMO gap (eV): 9.204
ΔE to the lowest compared entry with this formula, charge and spin (kJ/mol): 205.4

3.
The following is a DFT calculation (the ωB97M-V functional and the def2-TZVPD basis) of a molecular structure, C26H29BCdF4N2O2S2.

Geometry as XYZ:
```
67
Properties=species:S:1:pos:R:3:nbo_charge:R:1
Cd 0.386 0.440 -0.854 1.590
C 1.954 -1.112 1.392 -0.426
N 2.595 -0.242 0.386 -0.539
C 3.203 0.960 0.991 -0.237
C 2.861 2.260 0.273 -0.229
N 1.462 2.686 0.423 -0.497
C 1.141 2.878 1.833 -0.429
C 1.203 3.848 -0.388 0.201
C 1.079 5.111 0.191 -0.280
C 0.869 6.251 -0.573 -0.249
C 0.786 6.134 -1.952 -0.239
C 0.888 4.885 -2.538 -0.238
C 1.084 3.715 -1.791 -0.195
S 1.154 2.180 -2.619 -0.484
C 3.529 -1.020 -0.405 0.179
C 4.772 -1.331 0.143 -0.267
C 5.713 -2.089 -0.534 -0.272
C 5.388 -2.563 -1.801 -0.229
C 4.147 -2.297 -2.340 -0.241
C 3.162 -1.543 -1.665 -0.177
S 1.600 -1.372 -2.397 -0.479
H 1.151 -0.579 1.901 0.240
H 2.683 -1.460 2.139 0.155
H 1.521 -1.970 0.881 0.229
H 4.293 0.886 0.971 0.191
H 2.914 1.013 2.041 0.204
H 3.069 2.137 -0.791 0.239
H 3.518 3.055 0.666 0.160
H 1.854 3.562 2.322 0.143
H 1.164 1.932 2.356 0.235
H 0.133 3.268 1.935 0.234
H 1.139 5.218 1.263 0.209
H 0.768 7.214 -0.088 0.189
H 0.624 7.011 -2.569 0.189
H 0.792 4.776 -3.611 0.207
H 5.009 -0.974 1.139 0.196
H 6.673 -2.306 -0.080 0.187
H 6.106 -3.151 -2.364 0.188
H 3.884 -2.680 -3.319 0.208
C -6.434 -4.568 -0.130 -0.619
C -5.275 -3.608 -0.207 -0.022
C -5.174 -2.688 -1.238 -0.245
C -4.097 -1.810 -1.338 0.022
C -4.088 -0.842 -2.494 -0.628
C -3.074 -1.866 -0.379 -0.090
C -3.157 -2.797 0.672 0.051
C -2.110 -2.927 1.746 -0.639
C -4.263 -3.639 0.739 -0.242
C -1.870 -0.959 -0.503 0.752
O -1.993 0.150 -1.082 -0.775
O -0.770 -1.368 -0.057 -0.783
H -7.288 -4.204 -0.702 0.202
H -6.753 -4.719 0.903 0.206
H -6.157 -5.546 -0.533 0.205
H -5.959 -2.639 -1.987 0.185
H -4.956 -1.025 -3.132 0.178
H -3.180 -0.940 -3.090 0.233
H -4.102 0.187 -2.142 0.249
H -1.807 -1.959 2.134 0.271
H -1.213 -3.406 1.352 0.230
H -2.507 -3.527 2.568 0.183
H -4.329 -4.342 1.565 0.188
F -2.148 -0.079 3.660 -0.575
B -1.154 0.860 3.357 1.346
F -0.881 0.857 1.965 -0.584
F 0.039 0.528 4.043 -0.587
F -1.571 2.144 3.748 -0.580
```

Calculated values
E_HOMO (eV): -1.8
Max |F| (eV/A): 0.74
Charge: -2
LUMO level (eV): 4.3
HOMO-LUMO gap (eV): 6.168
ΔE to the lowest compared entry with this formula, charge and spin (kJ/mol): 0.0

4.
The following is a DFT calculation (the ωB97M-V functional and the def2-TZVPD basis) of a single C4H6O molecule in a non-equilibrium geometry.

Geometry as XYZ:
```
11
Properties=species:S:1:pos:R:3:nbo_charge:R:1
C -1.161 -0.521 -0.201 -0.439
C -0.027 -0.335 0.759 -0.433
C 1.861 0.056 -0.632 0.112
O 0.773 0.541 -1.248 -0.507
C -0.288 0.687 -0.319 0.062
H -2.156 -0.366 0.199 0.229
H -1.064 -1.299 -0.953 0.237
H -0.110 -0.131 1.818 0.234
H 0.829 -0.979 0.466 0.228
H 1.986 0.609 0.336 0.063
H -0.701 1.689 -0.194 0.215
```

Calculated values
E_HOMO (eV): -8.5
Max |F| (eV/A): 1.80
LUMO level (eV): 0.5
HOMO-LUMO gap (eV): 8.969
ΔE to the lowest compared entry with this formula, charge and spin (kJ/mol): 445.7

5.
The following is a DFT calculation (the ωB97M-V functional and the def2-TZVPD basis) of a molecular structure, C28H21Br2MoN5S.

Geometry as XYZ:
```
58
Properties=species:S:1:pos:R:3:nbo_charge:R:1
Mo -0.221 -0.364 -0.377 1.205
S 2.213 -4.177 -0.966 0.531
C 0.759 -4.431 -1.819 -0.359
C -0.086 -3.363 -1.749 -0.298
C 0.438 -2.292 -0.963 -0.226
C 1.688 -2.621 -0.485 -0.328
C 2.377 -1.674 0.359 0.249
C 3.631 -1.817 0.939 -0.227
C 4.140 -0.799 1.715 -0.105
C 3.391 0.361 1.920 -0.197
C 2.161 0.450 1.329 0.048
N 1.657 -0.542 0.558 -0.482
H 0.601 -5.364 -2.341 0.267
H -1.052 -3.374 -2.234 0.228
H 4.193 -2.726 0.766 0.253
H 5.118 -0.899 2.168 0.252
H 3.758 1.171 2.534 0.245
H 1.527 1.312 1.486 0.212
Br -3.343 1.321 1.559 0.119
C -1.658 1.083 2.384 -0.112
C -1.278 2.007 3.315 -0.216
C -0.238 1.711 4.225 -0.192
C 0.282 0.452 4.270 -0.169
C -0.110 -0.521 3.323 -0.097
C 0.252 -1.882 3.473 -0.094
C -0.251 -2.854 2.640 -0.230
C -0.945 -2.485 1.482 -0.109
C -1.201 -1.145 1.201 -0.228
C -0.979 -0.163 2.250 -0.027
H -1.841 2.926 3.415 0.251
H 0.051 2.453 4.958 0.245
H 0.968 0.168 5.060 0.238
H 0.886 -2.156 4.310 0.239
H -0.038 -3.899 2.826 0.248
H -1.202 -3.245 0.759 0.246
Br 1.675 0.881 -2.463 0.220
C 0.177 0.146 -3.341 0.171
C 0.050 0.193 -4.708 -0.238
C -1.084 -0.385 -5.261 -0.089
C -2.022 -0.981 -4.430 -0.227
C -1.802 -0.984 -3.074 0.063
N -0.709 -0.417 -2.525 -0.495
H 0.812 0.659 -5.316 0.268
H -1.228 -0.373 -6.334 0.260
H -2.914 -1.444 -4.831 0.263
H -2.503 -1.443 -2.388 0.233
N -0.296 5.178 -0.072 -0.766
C -0.949 4.090 -0.535 0.371
C -0.508 2.784 -0.274 -0.028
N -1.158 1.722 -0.741 -0.478
C -2.259 1.933 -1.471 -0.054
C -2.680 3.224 -1.727 0.064
N -2.041 4.292 -1.274 -0.388
H 0.499 5.119 0.537 0.405
H -0.691 6.083 -0.265 0.430
H 0.375 2.620 0.329 0.194
H -2.819 1.081 -1.817 0.214
H -3.574 3.400 -2.313 0.227
```

Calculated values
E_HOMO (spin up / spin down) (eV): -13.4 / -13.7
Max |F| (eV/A): 0.46
Multiplicity: 3
Charge: +2
LUMO level (spin up / spin down) (eV): -7.1 / -7.0
HOMO-LUMO gap (spin up / spin down) (eV): 6.287 / 6.716
ΔE to the lowest compared entry with this formula, charge and spin (kJ/mol): 166.8

6.
The following is a DFT calculation (the ωB97M-V functional and the def2-TZVPD basis) of 4 unconnected molecules or ions with the total composition H10NO3 in a non-equilibrium geometry.

Geometry as XYZ:
```
14
Properties=species:S:1:pos:R:3:nbo_charge:R:1
N 0.969 0.872 -1.316 -0.900
H 0.543 1.736 -1.002 0.426
H 0.196 0.217 -1.463 0.473
H 1.399 1.130 -2.203 0.429
H 1.677 0.515 -0.599 0.468
H -1.856 -0.830 -0.147 0.525
H -1.615 -1.434 -1.551 0.492
O -1.214 -0.833 -0.898 -1.005
H 1.960 -0.531 1.250 0.505
H 3.122 0.446 1.167 0.512
O 2.500 -0.060 0.598 -0.941
H -2.249 -0.601 2.297 0.497
H -2.540 0.849 1.776 0.496
O -2.174 0.000 1.517 -0.977
```

Calculated values
E_HOMO (eV): -15.5
Max |F| (eV/A): 1.38
Charge: +1
LUMO level (eV): -3.2
HOMO-LUMO gap (eV): 12.242
ΔE to the lowest compared entry with this formula, charge and spin (kJ/mol): 34.0